[1]
59
Properties=species:S:1:pos:R:3:lowdin_charge:R:1 method="wB97M-V/def2-TZVPD" smiles="COC(=O)c1c(N2C(=O)[C@H]3[C@@H](C2=O)[C@]2(C(=O)Nc4c(C)cccc42)N2CCC[C@@H]32)sc(C)c1C" orbital_gap_ev=9.01 molar_mass_g_mol=479.56 multiplicity=1 charge=0
S 4.13659 -1.69874 1.12706 1.170
O 0.35961 0.45372 1.41016 0.159
O 2.13920 -3.45251 -0.09931 0.108
O 1.29531 0.99049 -1.24268 0.101
O 2.20831 2.62257 -0.00263 -0.024
O -3.36236 -2.85412 1.96849 0.103
N -3.99785 -0.68159 1.66513 0.190
N 1.50765 -1.35981 0.58825 0.073
N -2.20930 -2.24230 -0.70707 -0.018
C -0.20382 -2.92470 0.35195 -0.078
C -2.09949 -1.36141 0.45569 -0.210
C -1.50780 -1.54596 -2.91479 -0.133
C -2.39797 0.10062 0.23963 -0.091
C -0.93243 -2.87226 -0.99691 -0.216
C 2.10858 1.36591 -0.42967 -0.451
C 5.18076 -0.34362 0.84644 -0.524
C 6.63791 -0.44106 1.13172 -0.095
C -1.78886 1.05004 -0.55377 -0.021
C -0.29541 -2.00625 -2.09776 -0.103
C -3.46834 2.64247 0.14248 -0.037
C 4.51055 0.73746 0.35092 -0.258
C 5.19849 2.01579 -0.00062 -0.017
C -2.34098 2.32434 -0.59429 -0.073
C 1.27712 -2.68812 0.23184 -0.383
C -4.10255 1.70203 0.94800 -0.208
C 3.12158 0.47316 0.16975 -0.089
C -3.21906 -1.77347 1.45412 -0.384
C 1.21531 3.52583 -0.46453 -0.028
C -2.71757 -1.73319 -1.96608 -0.139
C 0.37479 -0.69155 1.05103 -0.334
C -0.74011 -1.71316 1.10882 -0.036
C -3.54392 0.43369 0.96785 -0.141
C 2.78358 -0.80101 0.54825 -0.406
C -5.32745 2.02669 1.74821 -0.042
H 6.88870 -1.43654 1.48640 0.068
H -0.41098 -3.87165 0.85084 0.170
H -1.88583 3.07929 -1.21767 0.101
H 4.47535 2.78521 -0.24614 0.070
H 5.80344 2.35808 0.83729 0.087
H -0.89838 -1.93150 2.17033 0.177
H -3.40269 -2.48480 -2.37220 0.118
H -5.61675 3.06323 1.59829 0.076
H -1.11713 -3.87960 -1.38472 0.161
H 0.21371 -1.14352 -1.66834 0.091
H 6.92708 0.28471 1.89221 0.085
H -4.80666 -0.68320 2.26611 0.160
H 5.86177 1.86536 -0.85270 0.091
H 0.27124 3.31837 0.04304 0.087
H -3.87201 3.64338 0.09159 0.110
H -1.40431 -0.50890 -3.22681 0.102
H -3.27800 -0.81068 -1.81730 0.116
H 1.07714 3.41879 -1.54280 0.099
H -1.63155 -2.15931 -3.80640 0.104
H -5.14320 1.87063 2.81106 0.083
H -0.90175 0.82733 -1.12239 0.093
H -6.16059 1.38973 1.45079 0.083
H 7.21739 -0.23138 0.23271 0.085
H 0.42406 -2.56670 -2.69103 0.123
H 1.56987 4.52375 -0.21783 0.097

=====

[2]
60
Properties=species:S:1:pos:R:3:lowdin_charge:R:1 method="wB97M-V/def2-TZVPD" orbital_gap_ev="5.54 / 5.62" molar_mass_g_mol=515.42 multiplicity=5 charge=+1
Rh -0.72518 0.86620 -0.78922 1.012
S -0.48073 -1.54109 -0.67031 0.835
O -3.64357 2.88021 -1.79390 -0.121
O -2.77325 -0.34907 -2.36689 0.014
O -1.76814 2.10144 -3.43145 -0.102
O 1.29034 1.29842 1.46866 -0.008
O -1.06120 0.63471 2.19934 -0.101
O 0.27616 0.49190 -3.49828 -0.067
N 0.56659 -1.82716 1.81531 0.010
N -2.54318 0.22587 -1.28514 -0.267
N 0.56273 0.89290 -2.31984 -0.265
N 1.90827 -2.37211 0.00311 0.033
N -1.63556 0.67560 1.04424 -0.188
N 1.05916 1.25671 0.15391 -0.136
C 1.85140 1.20856 -2.02497 -0.239
C -2.98449 0.52224 0.99940 -0.230
C 0.73844 -1.90747 0.47100 -0.717
C 3.18916 -2.24060 0.73429 -0.207
C -1.39238 2.89502 -0.68920 -0.043
C -3.76541 0.60100 2.26216 0.010
C 4.08308 -3.42172 0.41156 -0.072
C 2.13079 1.36513 -0.64186 -0.277
C -4.92148 0.14595 -0.66927 0.010
C 3.51417 1.53368 -0.10396 -0.020
C -3.49601 0.29764 -0.28877 -0.219
C 1.03920 -2.66351 4.08331 -0.074
C 0.73309 -3.03377 2.64531 -0.227
C 2.88473 1.19887 -3.09530 -0.004
H -3.30291 -0.00013 3.05204 0.093
H -3.99721 3.74225 -2.06155 0.082
H 0.19490 -2.14467 4.54939 0.082
H -0.24042 -1.25444 2.10120 0.106
H 0.36182 1.05644 1.88115 0.060
H 2.42777 1.40929 -4.06913 0.090
H -1.17693 1.31009 -3.58700 0.021
H -1.76157 2.60200 -4.26310 0.092
H 2.95692 -2.17611 1.80161 0.106
H 3.66291 -1.28908 0.44050 0.110
H -5.26090 1.04223 -1.20853 0.098
H -2.47574 3.03902 -0.69389 -0.006
H 1.23028 -3.57771 4.65367 0.085
H 3.53489 -4.36604 0.50384 0.084
H -5.54216 0.02502 0.22143 0.081
H -0.19873 -3.62110 2.59965 0.132
H 4.17393 0.72920 -0.46164 0.081
H -3.82572 1.63692 2.62366 0.112
H 3.65153 1.95274 -2.88379 0.092
H 1.92917 -2.02793 4.15193 0.080
H 1.97318 -2.37168 -1.01717 0.138
H 1.53563 -3.64519 2.21378 0.111
H -4.78655 0.24712 2.10334 0.080
H 4.47746 -3.34130 -0.60641 0.081
H 4.92725 -3.44269 1.10629 0.086
H -0.90321 3.38793 -1.53495 0.048
H -5.05399 -0.72179 -1.32615 0.100
H 3.51428 1.52904 0.99052 0.084
H -3.04966 2.55269 -2.53314 0.016
H 3.38461 0.22003 -3.15576 0.104
H 3.94985 2.48044 -0.45206 0.097
H -0.94739 3.28187 0.23704 0.033

=====

[3]
79
Properties=species:S:1:pos:R:3:lowdin_charge:R:1 method="wB97M-V/def2-TZVPD" orbital_gap_ev=9.13 molar_mass_g_mol=899.84 multiplicity=1 charge=+1
Br 1.81567 -3.56394 1.75120 0.796
Cl 4.78399 3.95420 -2.24231 0.550
Cl -3.39374 2.72811 4.96415 0.540
Cl -9.11299 1.99690 2.83181 0.543
Cl 2.67918 6.28696 -0.92291 0.546
Cl -2.70668 4.61780 7.71289 0.547
Cl -5.70906 1.93904 2.85286 0.512
Cl -0.87887 -0.28609 -6.05286 0.532
Cl -0.49529 1.40529 2.86902 0.571
Cl 3.01695 2.28529 1.34429 0.585
Cl -1.97073 -1.02096 1.00695 0.609
Cl -2.39286 2.70624 -5.50818 0.556
Cl 4.81423 0.04043 -0.41057 0.628
P 3.11487 -4.13250 -1.58710 0.769
P 1.16205 -2.74599 -3.37768 0.998
F 0.07748 -0.55152 -1.46531 0.075
O 1.89146 0.61272 -1.94599 0.142
N 1.73403 -2.94555 -1.57908 -0.433
N 4.27143 -3.67917 -0.68330 -0.227
C -2.41755 0.71087 1.06725 -0.619
C 2.29240 5.08921 -2.18342 -0.659
C -1.68492 0.25354 -4.55279 -0.677
C 2.26947 -1.60556 -1.16408 -0.197
C 1.40343 -0.42775 -1.58044 -0.473
C 1.05019 -4.45263 -4.04372 -0.263
C -0.78063 -4.25778 1.01235 -0.150
C 5.45063 1.19077 0.79711 -0.614
C -8.06245 1.28993 4.08456 -0.665
C -2.87540 1.13105 -4.83652 -0.665
C -1.83724 2.84391 5.82650 -0.680
C -6.78963 2.07310 4.26745 -0.665
C 2.53231 -2.01950 -4.34070 -0.233
C 0.48437 -3.35965 -0.83281 -0.268
C 3.02801 3.79216 -1.97397 -0.686
C 0.60831 -4.24334 0.39019 -0.739
C -2.01995 3.02466 7.31101 -0.666
C -1.21357 1.59733 1.25247 -0.640
C 4.46445 1.41386 1.91316 -0.630
H 4.49115 -4.34779 0.04038 -0.005
H 2.88952 3.41124 -0.96703 -0.014
H 2.05684 -1.70197 -5.25679 0.045
H 2.91958 -1.12782 -3.87729 0.044
H 4.92277 2.02094 2.69091 0.080
H 3.21475 -1.46740 -1.63933 0.041
H -7.85787 0.25961 3.80711 0.067
H -3.41135 1.32861 -3.90987 0.073
H -1.27629 3.66638 5.39151 0.068
H -1.51410 2.63901 1.15737 0.084
H -2.90844 0.94537 0.12481 0.078
H -1.51835 -4.55579 0.28222 0.095
H -0.94790 0.77059 -3.94423 0.055
H 1.21935 4.91148 -2.13521 0.072
H 2.52661 5.52956 -3.14869 0.069
H 2.66814 3.04661 -2.67996 0.057
H -3.55882 0.66016 -5.53770 0.071
H 2.60716 -5.40074 -1.26685 0.043
H 5.68892 2.11625 0.27895 0.058
H -0.13290 -3.89758 -1.53781 0.103
H 2.00821 -4.86378 -4.31697 0.030
H 3.50706 -4.15641 -2.92548 0.012
H -0.44192 1.39167 0.51455 0.048
H 2.45016 -1.53129 -0.10305 0.079
H -2.00358 -0.64304 -4.02307 0.066
H -8.62777 1.29332 5.01441 0.075
H -6.98956 3.12788 4.43241 0.074
H -3.13617 0.83848 1.87287 0.034
H 3.33572 -2.70306 -4.57556 0.044
H -0.81287 -4.86792 1.89207 0.083
H 0.51228 -5.12120 -3.39060 0.042
H 0.84378 -5.26539 0.16177 0.074
H -1.29920 1.91840 5.63264 0.041
H -1.05438 2.95893 7.80911 0.073
H -2.67530 2.26341 7.72525 0.067
H -6.23882 1.68814 5.12387 0.057
H 0.50138 -4.34740 -4.96556 0.055
H -0.08012 -2.49093 -0.54275 0.078
H 4.13731 0.47647 2.35521 0.068
H 6.37121 0.76757 1.19333 0.080
H -0.98960 -3.23203 1.27156 -0.015

=====

[4]
11
Properties=species:S:1:pos:R:3:lowdin_charge:R:1 method="wB97M-V/def2-TZVPD" smiles="C1=C(C2=NC2)C1" orbital_gap_ev=9.97 molar_mass_g_mol=79.10 multiplicity=1 charge=0
N 2.27264 -0.82235 -0.61934 0.112
C -1.63737 -0.63410 0.33685 0.021
C -1.74258 0.63711 -0.49694 -0.129
C -0.52804 -0.15858 -0.19880 -0.135
C 2.13722 0.05418 0.59610 -0.165
C 1.01678 -0.42317 -0.30315 -0.114
H 2.32578 1.09035 0.51247 0.061
H -1.90161 1.54336 -0.05406 0.031
H -2.30514 -1.45431 0.43003 0.090
H 2.49446 -0.48140 1.48039 0.083
H -2.13214 0.64892 -1.68354 0.146

=====

[5]
45
Properties=species:S:1:pos:R:3:lowdin_charge:R:1 method="wB97M-V/def2-TZVPD" smiles=CCCCNc1ncnc2sc3c(c12)CCN(CCC)C3 orbital_gap_ev=8.50 molar_mass_g_mol=304.46 multiplicity=1 charge=0
S -0.94326 -3.75543 0.66600 1.100
N 1.74614 -3.98159 0.69398 0.058
N 2.30327 -0.31906 -1.07820 0.060
N 3.11653 -2.25746 -0.15853 0.132
N -3.24959 -0.56665 -0.36043 -0.173
C -1.53938 -2.27965 -0.04883 -0.456
C 4.07448 0.97868 0.07508 -0.204
C 0.69067 -3.24627 0.36767 -0.541
C 3.63442 0.22854 -1.18612 -0.199
C 3.20133 2.19485 0.37826 -0.278
C -0.55849 -1.45210 -0.49153 -0.205
C -3.77280 1.59973 0.72835 -0.245
C 2.06274 -1.50807 -0.48673 -0.262
C -3.00258 -1.98327 -0.16401 -0.191
C -2.40996 -0.07478 -1.43485 -0.170
C -3.17981 0.19809 0.87581 -0.211
C 2.90524 -3.43699 0.39670 -0.219
C -5.21503 1.54942 0.24161 -0.108
C -0.89762 -0.14358 -1.14462 -0.118
C 0.74744 -1.98468 -0.24765 -0.111
C 3.72106 2.97078 1.58221 -0.116
H 1.53386 0.32245 -1.16564 0.105
H 4.04637 0.28567 0.91759 0.112
H 3.74050 2.33484 2.46436 0.073
H -5.83941 1.02931 0.96377 0.072
H -3.72770 2.08907 1.70381 0.107
H -3.41832 -2.52209 -1.02606 0.128
H -5.26925 1.01511 -0.70258 0.065
H 5.10817 1.30088 -0.06075 0.114
H -0.60982 0.68529 -0.48722 0.113
H -0.35736 -0.03686 -2.08909 0.120
H -2.69434 0.95193 -1.66900 0.113
H 3.08530 3.82831 1.79039 0.067
H 4.31080 -0.60953 -1.36107 0.108
H 3.65292 0.89932 -2.04960 0.120
H 3.78727 -4.01287 0.64326 0.107
H -3.17204 2.19509 0.03849 0.094
H 2.17746 1.87116 0.58108 0.098
H -5.60819 2.55396 0.10389 0.068
H -3.77473 -0.34490 1.61519 0.123
H -3.53414 -2.32996 0.72479 0.119
H -2.15281 0.27262 1.26962 0.121
H 3.17921 2.85251 -0.49487 0.108
H -2.62970 -0.69075 -2.31167 0.130
H 4.73116 3.32896 1.39713 0.071

=====

- Look up the charge of the fifth one.
  0